Density functional theory data (ωB97M-V with the def2-TZVPD basis set) for C38H80InN4O6 as an isolated structure at a distorted geometry.

Geometry as XYZ:
```
129
C38H80InN4O6 (ωB97M-V with the def2-TZVPD basis set)
In -2.498 0.889 -0.196
O 2.081 -2.667 0.274
O -3.661 1.251 2.987
O 0.436 -0.140 0.234
O 4.072 -0.665 -2.871
O -4.812 3.071 -0.654
O -0.845 2.444 1.671
N -4.056 3.614 -1.668
N -4.231 -0.026 2.884
N 5.372 -0.429 -2.647
N 2.397 -3.982 0.546
C 4.694 -3.704 -0.473
C -4.713 5.936 -0.773
C 5.456 0.530 -1.498
C -3.345 -1.109 3.391
C 1.374 -4.512 1.422
C -6.130 4.002 -3.312
C 1.378 -3.955 2.927
C -2.182 -1.373 2.321
C 0.057 -4.299 0.716
C -2.720 4.786 0.017
C 5.167 -0.216 -0.164
C -6.264 -1.434 2.539
C 1.744 -6.038 1.583
C -3.584 4.933 -1.210
C 6.939 0.920 -1.200
C -2.651 5.519 -2.322
C -2.767 -0.861 4.852
C -5.283 -2.616 2.666
C -4.657 3.541 -3.094
C -4.651 2.048 -3.536
C 0.513 1.975 1.703
C 6.206 -1.430 -4.830
C 4.339 -3.184 2.063
C 6.089 -0.092 -3.999
C -3.606 4.150 -4.111
C 4.017 -5.588 0.916
C 3.883 -4.053 0.852
C 3.231 -6.348 1.929
C 4.584 1.740 -1.607
C -6.412 0.942 2.252
C -3.292 5.565 -3.752
C 5.435 1.074 -4.716
C 7.609 1.381 -2.516
C -6.033 0.087 4.556
C -4.128 -2.402 3.668
C 7.526 0.319 -3.654
C -5.656 -0.093 3.091
C 1.039 0.544 1.310
H 4.411 0.987 -5.080
H 5.346 -2.775 1.977
H 6.844 -1.199 -5.683
H -7.483 0.970 2.450
H -2.501 5.833 -4.452
H -2.057 3.948 -0.196
H -5.629 3.574 -0.644
H 3.837 -6.083 -0.038
H 4.640 -4.489 -1.227
H -1.470 -2.118 2.676
H 1.431 -6.534 0.664
H -6.344 5.064 -3.431
H 8.000 0.987 -4.373
H -2.700 3.544 -4.079
H -3.918 4.130 -5.155
H -2.062 -1.639 5.143
H -6.834 3.698 -2.537
H 3.793 0.119 -3.350
H -3.643 1.633 -3.516
H -5.188 5.743 0.189
H 4.354 -3.696 3.026
H -2.619 -1.931 1.493
H 1.179 -6.486 2.401
H -3.797 1.346 3.933
H 5.031 -5.752 1.281
H 4.095 -0.414 -0.166
H 3.760 -2.269 2.185
H 4.523 2.177 -0.611
H -7.059 0.387 4.767
H 1.887 -2.236 1.109
H 0.084 -3.902 -0.299
H 6.937 1.725 -0.465
H -5.411 0.905 4.921
H 3.534 1.469 -1.714
H -0.667 -3.633 1.186
H 0.705 -4.614 3.477
H 1.129 2.675 1.138
H 2.105 0.764 1.264
H -2.130 5.685 0.197
H -6.237 1.958 2.607
H 6.863 -2.044 -4.215
H 5.300 -2.022 -4.957
H -4.529 -2.591 4.664
H 4.211 -2.959 -1.104
H 4.935 2.457 -2.349
H 0.909 -0.092 2.185
H 0.791 2.098 2.750
H 3.339 -5.968 2.944
H -4.152 6.208 -3.938
H 5.768 -3.565 -0.353
H -0.442 -5.266 0.647
H -3.236 4.644 0.967
H -1.696 -0.414 2.142
H -3.455 -3.259 3.641
H -4.993 1.767 -4.532
H -1.729 4.938 -2.359
H 1.090 -2.905 2.880
H -4.415 6.983 -0.718
H -3.521 -0.854 5.639
H -4.866 -2.667 1.661
H 5.424 2.000 -4.142
H -5.013 1.396 -2.741
H 5.916 1.168 -5.689
H -6.583 3.509 -4.172
H 5.811 -1.069 0.047
H -5.807 -0.702 5.274
H 2.363 -3.959 3.394
H 7.623 0.127 -0.894
H 8.655 1.684 -2.469
H -5.516 6.074 -1.497
H 8.094 -0.522 -3.256
H -2.212 0.066 5.001
H -5.759 -3.593 2.584
H -7.184 -1.727 3.045
H -2.254 6.502 -2.068
H 3.476 -7.410 1.899
H -6.622 -1.318 1.515
H 7.116 2.268 -2.913
H -6.337 0.974 1.165
H 5.301 0.453 0.686
```

Summary:
**HOMO-LUMO gap (spin up / spin down)**: 3.95 / 1.71 eV
**HOMO level (spin up / spin down)**: -0.4190 / -0.4190 Ha
**Net charge**: +2
**Multiplicity**: 2

Density functional theory data (ωB97M-V with the def2-TZVPD basis set) for a 6-piece molecular cluster, C38H81N5O9S overall at a distorted geometry.

Geometry as XYZ:
```
134
C38H81N5O9S (ωB97M-V with the def2-TZVPD basis set)
S -5.854 1.270 -2.529
O 1.412 -3.883 2.478
O -6.400 2.478 -1.998
O -6.472 0.743 -3.710
O -8.199 0.151 -0.691
O -1.429 -5.444 -5.495
O 0.912 1.466 3.725
O -4.318 1.541 -2.776
O 4.078 0.674 6.764
O 5.490 5.873 3.081
N 6.231 7.569 4.391
N 1.989 3.461 3.802
N 5.682 -0.211 5.423
N 2.150 -3.464 4.587
N -3.297 -6.678 -5.846
C -3.620 -6.685 -4.429
C -2.186 -6.029 -6.245
C 0.676 -0.250 -4.731
C -0.723 1.511 0.323
C 3.074 -4.584 4.554
C 1.476 -1.721 0.245
C 5.161 0.143 6.613
C -3.532 0.401 -3.245
C -5.825 0.031 -1.250
C 1.385 -3.230 3.506
C -3.108 -2.067 -3.150
C 0.862 -0.429 -0.324
C 2.079 -2.629 5.773
C 0.003 0.237 0.752
C -1.534 -1.396 -5.130
C 0.982 1.828 -3.329
C -4.144 -0.955 -2.926
C 6.079 6.273 4.070
C -4.668 -0.989 -1.492
C -0.321 -1.292 -4.212
C 5.663 8.573 3.506
C 6.940 7.991 5.582
C 0.116 2.601 -0.384
C -7.178 -0.674 -1.178
C 1.844 3.545 5.246
C 6.977 -0.850 5.309
C 1.031 -3.014 -0.441
C -9.144 0.610 -1.649
C 4.914 0.061 4.218
C 0.465 3.192 -2.869
C 1.488 2.389 3.173
C -3.576 -0.671 -0.451
C -4.170 -7.361 -6.779
C 0.199 1.199 -4.465
C -0.478 -3.093 -0.773
C -2.668 -2.270 -4.602
C -0.513 3.105 -1.699
C 2.673 4.531 3.093
H -1.178 -1.867 -6.050
H 2.142 5.474 3.245
H 1.787 -3.225 6.639
H 3.690 4.635 3.453
H 0.619 0.424 1.630
H -1.381 2.499 -1.973
H -0.953 -3.854 -0.153
H -7.041 -1.488 -0.459
H 7.298 7.120 6.126
H -1.596 1.269 -0.288
H 7.796 8.613 5.315
H 0.788 3.536 5.519
H -2.569 0.475 -2.745
H 1.137 2.275 -0.582
H 0.719 -2.359 3.631
H 2.532 -5.517 4.397
H -3.617 -2.987 -2.848
H 0.293 1.772 -5.389
H 4.722 1.131 4.128
H -0.861 1.202 -4.194
H 1.666 0.228 -0.656
H -0.597 -0.984 -3.201
H 1.347 -1.839 5.625
H 3.950 -0.449 4.263
H -0.912 4.106 -1.524
H 0.863 -0.411 -5.791
H 5.468 -0.284 3.349
H 0.187 3.455 0.289
H 3.784 -4.465 3.735
H 1.652 2.409 2.081
H -5.675 0.555 -0.310
H -2.353 -3.304 -4.731
H -0.008 3.744 -3.684
H 4.585 8.435 3.422
H 5.821 -0.103 7.464
H 5.872 9.562 3.903
H -9.240 -0.082 -2.487
H 2.561 -1.654 0.133
H 0.248 -0.621 -1.208
H 2.301 4.466 5.600
H 3.048 -2.168 5.975
H -0.751 -0.499 1.043
H -2.735 -1.358 -0.503
H 6.093 8.483 2.508
H 2.326 2.692 5.727
H 6.279 8.565 6.235
H -2.812 -7.144 -3.860
H -3.559 -2.161 -5.228
H 2.032 1.917 -3.618
H -7.420 -1.136 -2.138
H -5.174 -6.935 -6.743
H -8.844 1.582 -2.035
H -2.264 -1.961 -2.471
H -1.009 -2.159 -0.604
H -4.011 -0.735 0.545
H 2.699 4.312 2.028
H 0.169 -2.266 -4.179
H 7.413 -0.978 6.297
H 6.878 -1.830 4.839
H -4.231 -8.424 -6.535
H -1.123 1.962 1.235
H 1.594 -0.383 -4.158
H -3.419 0.518 -4.318
H 6.542 5.587 4.799
H -1.856 -0.392 -5.414
H -3.750 -5.664 -4.067
H -4.538 -7.245 -4.272
H 1.229 -3.836 0.242
H -10.108 0.671 -1.152
H -0.621 -3.426 -1.801
H -4.944 -1.155 -3.639
H -3.240 0.357 -0.587
H 3.613 -4.633 5.497
H -3.783 -7.257 -7.790
H 0.966 1.132 -2.488
H -2.024 -6.075 -7.335
H 7.651 -0.239 4.705
H 1.306 -1.776 1.315
H -5.073 -1.975 -1.257
H 1.318 3.794 -2.546
H 1.615 -3.229 -1.336
```

Summary:
**HOMO-LUMO gap**: 9.36 eV
**HOMO level**: -0.3278 Ha
**SMILES**: CCCCCCCCCCCCCCCC[C@@H]1COS(=O)(=O)[C@@H](COC)[C@@H]1C.CN(C)C=O.CN(C)C=O.CN(C)C=O.CN(C)C=O.CN(C)C=O

Density functional theory data (ωB97M-V with the def2-TZVPD basis set) for C38H82BrNO17S8Si2 as an isolated structure.

Geometry as XYZ:
```
149
C38H82BrNO17S8Si2 (ωB97M-V with the def2-TZVPD basis set)
Br -2.077 -1.621 1.514
S -1.823 -5.354 -6.082
S 3.575 -5.343 -1.210
S 0.877 2.379 4.783
S -1.758 8.179 2.289
S -5.905 -1.292 -2.064
S 2.469 -1.074 -4.522
S -5.005 2.612 -0.628
S 3.994 7.304 3.032
Si 0.350 -2.174 3.523
Si 3.200 -2.500 3.597
O 0.861 1.740 6.076
O 2.753 0.329 -4.363
O -2.375 -4.973 -4.806
O -1.330 -4.335 -6.977
O 3.289 6.841 1.863
O -6.871 -0.233 -1.919
O 3.977 -6.053 -0.021
O -0.318 2.417 3.972
O -1.100 9.137 1.435
O -5.012 4.021 -0.309
O 2.300 -5.625 -1.826
O 3.527 -2.045 -4.340
O 4.766 6.384 3.833
O -4.841 -1.451 -1.102
O -4.976 2.205 -2.012
O -2.058 8.524 3.657
O 1.872 -1.599 3.170
N 4.622 -1.648 3.127
C -1.628 -4.765 2.672
C -6.341 1.811 0.269
C 1.527 4.034 4.963
C 1.659 -1.350 -6.102
C -6.783 -2.839 -2.266
C -1.938 5.567 2.211
C -0.439 -2.620 1.847
C -0.854 6.636 2.281
C -3.665 1.813 0.254
C 6.304 -3.514 3.608
C 2.254 1.726 3.823
C 4.883 -5.457 -2.437
C 3.033 3.882 4.777
C -2.996 -6.419 -6.934
C -2.958 6.072 1.180
C -6.998 -2.946 -3.772
C -5.670 0.847 1.253
C 0.251 -1.860 -5.765
C -1.338 -7.919 -5.876
C 3.207 2.911 3.600
C -4.280 1.405 1.587
C 4.100 9.908 2.788
C 5.786 -2.419 2.655
C 3.736 -3.588 -0.912
C -5.226 -1.221 -3.725
C -0.614 -0.992 4.560
C -0.677 -4.120 1.655
C 1.067 -1.504 -3.497
C 5.015 8.704 2.587
C -5.674 -2.513 -4.419
C -0.569 -6.604 -5.819
C -2.312 -7.787 -7.056
C 5.164 -3.260 -1.332
C -0.137 -1.272 -4.403
C -3.244 7.544 1.504
C 2.847 8.215 4.077
C 5.383 -4.021 -2.645
C 3.358 9.660 4.108
H 4.046 9.792 4.946
H -1.758 -7.840 -7.995
H -0.665 -8.766 -5.998
H 0.148 -6.520 -6.636
H 1.089 4.629 4.158
H 3.015 -3.079 -1.552
H -3.228 -5.968 -7.896
H -2.378 -4.046 3.017
H 5.860 8.719 3.274
H -0.336 -0.201 -4.493
H -7.279 -3.958 -4.061
H 4.238 2.573 3.505
H 1.086 -0.881 -2.604
H 2.703 0.929 4.411
H -0.123 -0.905 5.537
H -5.638 -0.329 -4.194
H 3.501 4.842 4.566
H 6.598 -1.711 2.464
H -7.700 -2.799 -1.683
H 5.296 -2.187 -1.459
H -3.892 -6.461 -6.318
H 1.168 -2.556 -3.225
H -1.030 -1.748 -4.000
H -3.874 5.486 1.190
H -2.413 5.459 3.189
H -5.552 -0.129 0.782
H -4.924 -3.292 -4.271
H 4.782 -3.540 -3.414
H 2.534 10.358 4.246
H -3.049 -8.589 -7.064
H -6.280 0.714 2.147
H 2.945 3.422 2.671
H -2.833 2.508 0.349
H -1.893 -8.063 -4.946
H 1.861 1.314 2.897
H 3.515 -3.390 0.136
H -0.678 0.003 4.112
H 0.277 -2.281 1.092
H 3.385 9.972 1.965
H 2.250 -2.068 -6.665
H 5.870 -3.601 -0.570
H -3.372 0.948 -0.341
H 5.650 -6.117 -2.036
H 4.669 10.837 2.811
H 0.253 -2.946 -5.700
H -4.055 7.654 2.222
H 3.481 3.464 5.682
H 3.117 -3.778 2.860
H -2.178 -5.592 2.215
H -0.241 6.596 3.181
H -0.079 -6.411 -4.867
H 4.907 -0.936 3.791
H 5.894 -4.495 3.351
H -3.448 8.145 0.622
H -1.619 -1.385 4.745
H -6.133 -3.632 -1.893
H 3.155 -2.696 5.065
H 4.454 -5.890 -3.337
H 2.833 7.747 5.059
H -6.897 2.591 0.787
H -0.457 -1.589 -6.545
H -7.801 -2.273 -4.080
H 6.428 -4.013 -2.951
H -6.978 1.299 -0.447
H -1.092 -5.154 3.542
H 0.308 -4.606 1.711
H -5.780 -2.360 -5.492
H -3.668 0.660 2.082
H -0.223 6.632 1.392
H 0.529 -3.446 4.274
H 1.227 4.429 5.932
H 5.526 -2.880 1.696
H -1.056 -4.293 0.642
H -4.146 -1.128 -3.645
H -2.538 5.990 0.176
H 1.866 8.143 3.615
H 1.642 -0.395 -6.624
H 5.362 8.570 1.565
H -4.361 2.279 2.238
H -1.521 4.597 1.940
H 7.393 -3.601 3.518
H 6.087 -3.273 4.653
```

Summary:
**HOMO-LUMO gap**: 9.56 eV
**HOMO level**: -0.3455 Ha